C44H88O32S6 | the ωB97M-V functional and the def2-TZVPD basis

energy	-177572.573	eV
relative energy (zero: lowest compared OMol25 entry of this formula, charge and spin)	0.00	kJ/mol
2S+1	1
gap between HOMO and LUMO	9.548	eV
highest occupied orbital energy	-9.22	eV

Bonds (Å) are listed after each position.
Positions of all 170 atoms, in Å:
1 C -2.02965 3.62165 3.21888  C2 1.532, O7 1.382, H8 1.090, H9 1.090
2 C -1.69151 2.47866 2.25576  C1 1.532, O3 1.429, H10 1.090, H11 1.090
3 O -1.63023 3.09335 0.96766  C2 1.429, S4 1.631
4 S -1.91276 4.69981 0.98170  O3 1.631, O5 1.459, O6 1.465, O7 1.691
5 O -2.92840 5.15633 0.03965  S4 1.459
6 O -0.65454 5.44410 1.08372  S4 1.465
7 O -2.64936 4.62747 2.50239  C1 1.382, S4 1.691
8 H -1.14258 4.08455 3.65124  C1 1.090
9 H -2.53865 3.35403 4.14484  C1 1.090
10 H -2.50824 1.75887 2.20117  C2 1.090
11 H -0.76260 1.94700 2.46205  C2 1.090
12 C -0.17978 0.10775 -0.58955  C13 1.511, O18 1.401, H19 1.090, H20 1.090
13 C 0.51936 -0.16236 0.72302  C12 1.511, O14 1.426, H21 1.090, H22 1.090
14 O -0.55844 -0.38281 1.63109  C13 1.426, S15 1.627
15 S -1.70351 -1.28156 0.90378  O14 1.627, O16 1.501, O17 1.476, O18 1.657
16 O -3.07860 -1.00119 1.43716  S15 1.501
17 O -1.23497 -2.66297 0.67696  S15 1.476
18 O -1.49181 -0.36623 -0.46092  C12 1.401, S15 1.657
19 H 0.27860 -0.40147 -1.43730  C12 1.090
20 H -0.30128 1.14540 -0.90039  C12 1.090
21 H 1.16808 0.64506 1.06263  C13 1.090
22 H 1.11541 -1.06561 0.59280  C13 1.090
23 C 2.50870 -4.66281 2.50016  C24 1.519, O29 1.414, H30 1.090, H31 1.090
24 C 2.02433 -3.27387 2.12071  C23 1.519, O25 1.384, H32 1.090, H33 1.090
25 O 2.83926 -2.86291 1.08051  C24 1.384, S26 1.687
26 S 4.41486 -3.45606 1.18720  O25 1.687, O27 1.489, O28 1.481, O29 1.694
27 O 5.30956 -2.51978 1.92154  S26 1.489
28 O 4.87502 -3.95730 -0.12868  S26 1.481
29 O 3.89065 -4.70502 2.20430  C23 1.414, S26 1.694
30 H 2.06512 -5.42814 1.86329  C23 1.090
31 H 2.47889 -4.89504 3.56472  C23 1.090
32 H 2.17820 -2.68106 3.02238  C24 1.090
33 H 0.97856 -3.26280 1.81358  C24 1.090
34 C 1.52988 -3.31459 -1.79799  C35 1.553, O40 1.405, H41 1.090, H42 1.090
35 C 2.64470 -4.08754 -2.55454  C34 1.553, O36 1.446, H43 1.090, H44 1.090
36 O 2.44368 -5.47885 -2.21608  C35 1.446, S37 1.667
37 S 1.09051 -5.73289 -1.27686  O36 1.667, O38 1.457, O39 1.450, O40 1.638
38 O 1.31191 -6.72181 -0.22974  S37 1.457
39 O -0.01683 -5.98412 -2.17875  S37 1.450
40 O 1.17992 -4.18415 -0.75098  C34 1.405, S37 1.638
41 H 0.70070 -3.01237 -2.43771  C34 1.090
42 H 1.89623 -2.34724 -1.45426  C34 1.090
43 H 3.63843 -3.75035 -2.25973  C35 1.090
44 H 2.38620 -3.81625 -3.57811  C35 1.090
45 C -2.83246 -6.91062 1.83944  C46 1.531, O51 1.461, H52 1.090, H53 1.090
46 C -2.09185 -5.88978 0.97090  C45 1.531, O47 1.430, H54 1.090, H55 1.090
47 O -3.10365 -5.19222 0.23997  C46 1.430, S48 1.686
48 S -4.43570 -4.86959 1.22197  O47 1.686, O49 1.453, O50 1.461, O51 1.698
49 O -5.69747 -4.95799 0.50708  S48 1.453
50 O -4.06864 -3.73691 2.06827  S48 1.461
51 O -4.16825 -6.34621 2.01655  C45 1.461, S48 1.698
52 H -2.38893 -7.14276 2.80768  C45 1.090
53 H -2.94380 -7.93481 1.48345  C45 1.090
54 H -1.44300 -6.31393 0.20464  C46 1.090
55 H -1.56363 -5.21022 1.63969  C46 1.090
56 C -5.70658 -1.61007 -1.60388  C57 1.486, O62 1.453, H63 1.090, H64 1.090
57 C -5.66013 -2.95347 -2.23741  C56 1.486, O58 1.443, H65 1.090, H66 1.090
58 O -4.53557 -2.83222 -3.13369  C57 1.443, S59 1.628
59 S -3.48990 -1.60149 -2.92697  O58 1.628, O60 1.457, O61 1.491, O62 1.697
60 O -3.68598 -0.52134 -3.88465  S59 1.457
61 O -2.12848 -2.13708 -2.63676  S59 1.491
62 O -4.32074 -1.18481 -1.50732  C56 1.453, S59 1.697
63 H -6.00038 -1.55548 -0.55564  C56 1.090
64 H -6.26283 -0.86226 -2.16908  C56 1.090
65 H -6.47384 -3.43997 -2.77527  C57 1.090
66 H -5.37988 -3.63112 -1.43097  C57 1.090
67 C -1.04038 -4.88680 6.18881  C68 1.498, C71 1.519, H72 1.090, H73 1.090
68 C -1.73460 -3.68513 5.62443  C67 1.498, C69 1.566, H74 1.090, H75 1.090
69 C -0.80685 -2.98072 4.57776  C68 1.566, O70 1.447, H76 1.090, H77 1.090
70 O 0.24397 -3.96318 4.42164  C69 1.447, C71 1.494
71 C 0.39067 -4.63397 5.74810  C67 1.519, O70 1.494, H78 1.090, H79 1.090
72 H -1.50659 -5.77921 5.77126  C67 1.090
73 H -1.13626 -5.03609 7.26428  C67 1.090
74 H -1.91790 -2.97824 6.43364  C68 1.090
75 H -2.66973 -4.03497 5.18712  C68 1.090
76 H -0.36758 -2.03603 4.89823  C69 1.090
77 H -1.21719 -2.69343 3.60968  C69 1.090
78 H 0.95979 -3.93861 6.36511  C71 1.090
79 H 0.85286 -5.62049 5.71267  C71 1.090
80 C -0.01075 0.02731 -6.06759  C81 1.484, C84 1.517, H85 1.090, H86 1.090
81 C 1.00173 -0.71488 -6.85872  C80 1.484, C82 1.582, H87 1.090, H88 1.090
82 C 2.09089 -1.01486 -5.75175  C81 1.582, O83 1.394, H89 1.090, H90 1.090
83 O 1.33107 -1.33226 -4.62716  C82 1.394, C84 1.477
84 C 0.06386 -0.57532 -4.67766  C80 1.517, O83 1.477, H91 1.090, H92 1.090
85 H -0.95633 -0.00562 -6.60879  C80 1.090
86 H 0.25013 1.08218 -5.98228  C80 1.090
87 H 1.37552 -0.13869 -7.70511  C81 1.090
88 H 0.54874 -1.58355 -7.33654  C81 1.090
89 H 2.69286 -0.12718 -5.55748  C82 1.090
90 H 2.77127 -1.82613 -6.01064  C82 1.090
91 H 0.04587 0.20122 -3.91297  C84 1.090
92 H -0.76539 -1.27620 -4.58157  C84 1.090
93 C -1.50081 3.41185 -2.67823  C94 1.460, C97 1.518, H98 1.090, H99 1.090
94 C -1.68352 4.75141 -3.22991  C93 1.460, C95 1.464, H100 1.090, H101 1.090
95 C -3.10920 4.83418 -3.55067  C94 1.464, O96 1.397, H102 1.090, H103 1.090
96 O -3.59963 3.56291 -3.24139  C95 1.397, C97 1.395
97 C -2.61392 2.57741 -3.28532  C93 1.518, O96 1.395, H104 1.090, H105 1.090
98 H -1.61846 3.43247 -1.59479  C93 1.090
99 H -0.52116 3.03328 -2.96991  C93 1.090
100 H -1.06819 4.83259 -4.12595  C94 1.090
101 H -1.31830 5.47796 -2.50408  C94 1.090
102 H -3.25355 5.01819 -4.61528  C95 1.090
103 H -3.67305 5.57468 -2.98336  C95 1.090
104 H -2.42359 2.18292 -4.28343  C97 1.090
105 H -2.94788 1.76927 -2.63456  C97 1.090
106 C 2.68167 3.56021 -4.10549  C107 1.528, C110 1.548, H111 1.090, H112 1.090
107 C 2.92521 5.06167 -4.25398  C106 1.528, C108 1.506, H113 1.090, H114 1.090
108 C 2.29567 5.71751 -3.05326  C107 1.506, O109 1.441, H115 1.090, H116 1.090
109 O 1.60125 4.68705 -2.32361  C108 1.441, C110 1.431
110 C 2.18390 3.42078 -2.64587  C106 1.548, O109 1.431, H117 1.090, H118 1.090
111 H 3.60373 2.99202 -4.22821  C106 1.090
112 H 1.94951 3.25596 -4.85346  C106 1.090
113 H 2.46478 5.46961 -5.15380  C107 1.090
114 H 4.00318 5.21934 -4.21905  C107 1.090
115 H 1.53729 6.40671 -3.42470  C108 1.090
116 H 3.04835 6.16269 -2.40258  C108 1.090
117 H 1.53583 2.57117 -2.43080  C110 1.090
118 H 3.01569 3.23509 -1.96637  C110 1.090
119 C 5.20139 0.00882 -2.29664  C120 1.550, C123 1.506, H124 1.090, H125 1.090
120 C 5.13557 0.14138 -0.75352  C119 1.550, C121 1.483, H126 1.090, H127 1.090
121 C 3.76743 0.60626 -0.41979  C120 1.483, O122 1.401, H128 1.090, H129 1.090
122 O 2.93315 0.12509 -1.43718  C121 1.401, C123 1.446
123 C 3.74472 -0.25581 -2.57115  C119 1.506, O122 1.446, H130 1.090, H131 1.090
124 H 5.90725 -0.80074 -2.48232  C119 1.090
125 H 5.73283 0.82780 -2.78137  C119 1.090
126 H 5.96006 0.80187 -0.48507  C120 1.090
127 H 5.31481 -0.86032 -0.36292  C120 1.090
128 H 3.80704 1.68612 -0.27694  C121 1.090
129 H 3.40475 0.10030 0.47496  C121 1.090
130 H 3.53773 0.53894 -3.28783  C123 1.090
131 H 3.48190 -1.24656 -2.94188  C123 1.090
132 C 2.48823 4.83782 1.32302  C133 1.479, C136 1.564, H137 1.090, H138 1.090
133 C 3.08539 5.55769 2.46894  C132 1.479, C134 1.486, H139 1.090, H140 1.090
134 C 3.80429 4.56258 3.30543  C133 1.486, O135 1.377, H141 1.090, H142 1.090
135 O 2.93250 3.50178 3.19712  C134 1.377, C136 1.456
136 C 2.21603 3.42320 1.93227  C132 1.564, O135 1.456, H143 1.090, H144 1.090
137 H 3.25974 4.73761 0.55959  C132 1.090
138 H 1.55916 5.24219 0.92125  C132 1.090
139 H 2.27751 6.09244 2.96842  C133 1.090
140 H 3.78328 6.29488 2.07193  C133 1.090
141 H 4.03270 5.02816 4.26416  C134 1.090
142 H 4.75466 4.24106 2.87937  C134 1.090
143 H 1.15751 3.32448 2.17285  C136 1.090
144 H 2.52950 2.58587 1.30879  C136 1.090
145 C -6.09856 1.94250 -0.70141  C146 1.498, C149 1.550, H150 1.090, H151 1.090
146 C -4.97629 1.91572 0.29105  C145 1.498, C147 1.471, H152 1.090, H153 1.090
147 C -5.56492 1.77954 1.63265  C146 1.471, O148 1.454, H154 1.090, H155 1.090
148 O -6.69007 0.89918 1.36030  C147 1.454, C149 1.422
149 C -7.24365 1.28229 0.10799  C145 1.550, O148 1.422, H156 1.090, H157 1.090
150 H -5.93884 1.46327 -1.66728  C145 1.090
151 H -6.18779 2.99017 -0.98870  C145 1.090
152 H -4.26566 2.73187 0.16061  C146 1.090
153 H -4.45004 0.97913 0.10675  C146 1.090
154 H -5.90085 2.71388 2.08239  C147 1.090
155 H -4.90750 1.25364 2.32499  C147 1.090
156 H -8.02816 2.03370 0.19767  C149 1.090
157 H -7.74565 0.52973 -0.50009  C149 1.090
158 C 3.98379 0.65910 5.08088  C159 1.484, C162 1.555, H163 1.090, H164 1.090
159 C 2.60302 1.12369 5.36300  C158 1.484, C160 1.524, H165 1.090, H166 1.090
160 C 1.78531 0.73165 4.13866  C159 1.524, O161 1.456, H167 1.090, H168 1.090
161 O 2.70439 0.14267 3.17496  C160 1.456, C162 1.412
162 C 4.02247 0.50156 3.53387  C158 1.555, O161 1.412, H169 1.090, H170 1.090
163 H 4.08730 -0.29491 5.59787  C158 1.090
164 H 4.69746 1.40928 5.42143  C158 1.090
165 H 2.61097 2.21082 5.44159  C159 1.090
166 H 2.13733 0.70430 6.25484  C159 1.090
167 H 1.24383 1.60720 3.78047  C160 1.090
168 H 1.09635 -0.03585 4.49133  C160 1.090
169 H 4.45500 1.42633 3.15200  C162 1.090
170 H 4.68583 -0.34200 3.34297  C162 1.090